DFT (wB97M-V/def2-TZVPD) results for a molecular structure, C25H18N4O3OsPS2.

- relative energy (zero: lowest compared OMol25 entry of this formula, charge and spin) (kcal per mole) = 0.00
- highest occupied orbital energy (eV) = -11.44
- charge = +1

Last column: natural (NBO) charge in e.
Geometry (Å):
Os1 1.93 -0.60 0.43  1.09
O1 -0.48 -3.72 -0.27  -0.46
C1 0.27 -2.79 -0.34  0.66
N1 0.84 -2.11 0.78  -0.62
C2 0.55 -2.42 2.14  0.65
O2 -0.18 -3.27 2.52  -0.46
C3 1.33 -1.52 3.08  0.09
C4 1.25 -1.69 4.44  -0.18
C5 2.02 -0.87 5.25  -0.13
C6 2.83 0.09 4.67  -0.21
C7 2.85 0.21 3.29  0.08
N2 2.11 -0.58 2.51  -0.43
C8 0.77 -2.22 -1.64  0.09
C9 0.46 -2.82 -2.84  -0.18
C10 1.02 -2.30 -4.00  -0.13
C11 1.88 -1.22 -3.91  -0.21
C12 2.13 -0.66 -2.66  0.10
N3 1.58 -1.15 -1.55  -0.44
H1 0.60 -2.47 4.83  0.26
H2 1.98 -0.97 6.33  0.25
H3 3.45 0.74 5.27  0.25
H4 3.47 0.93 2.78  0.23
H5 -0.20 -3.68 -2.84  0.26
H6 0.80 -2.75 -4.96  0.24
H7 2.34 -0.79 -4.78  0.25
H8 2.78 0.20 -2.54  0.24
O3 6.10 -1.00 -0.29  -0.48
C13 4.98 -0.76 -0.09  0.86
N4 3.83 -0.49 0.12  -0.79
S1 0.44 2.16 -2.76  -0.50
P1 -0.44 1.73 -1.11  1.17
S2 0.81 1.27 0.65  -0.14
C14 -1.45 3.06 -0.41  -0.34
C15 -1.40 3.52 0.90  -0.22
C16 -2.24 4.54 1.31  -0.20
C17 -3.14 5.10 0.42  -0.18
C18 -3.20 4.65 -0.89  -0.18
C19 -2.35 3.63 -1.31  -0.21
C20 -1.50 0.26 -1.14  -0.47
C21 -1.76 -0.35 -2.36  -0.20
C22 -2.61 -1.45 -2.42  -0.20
C23 -3.18 -1.95 -1.26  -0.17
C24 -2.92 -1.34 -0.04  -0.22
C25 -2.10 -0.23 0.02  -0.15
H9 -0.71 3.10 1.62  0.22
H10 -2.20 4.89 2.33  0.23
H11 -3.80 5.89 0.75  0.23
H12 -3.90 5.08 -1.59  0.23
H13 -2.38 3.30 -2.34  0.23
H14 -1.31 0.05 -3.26  0.24
H15 -2.82 -1.92 -3.38  0.23
H16 -3.82 -2.82 -1.31  0.23
H17 -3.38 -1.73 0.86  0.23
H18 -1.93 0.26 0.98  0.22

DFT (wB97M-V/def2-TZVPD) results for a molecular structure, C16H8Cl3NO3Pt.

- relative energy (zero: lowest compared OMol25 entry of this formula, charge and spin) (kcal per mole) = 19.57
- highest occupied orbital energy (eV) = -8.43

Last column: natural (NBO) charge in e.
Geometry (Å):
Pt1 -0.89 -0.42 0.30  0.97
Cl1 1.72 -7.14 0.56  0.01
C1 0.80 -5.68 0.37  -0.02
C2 1.37 -4.61 -0.30  -0.25
C3 0.62 -3.45 -0.43  -0.07
Cl2 1.34 -2.11 -1.28  0.00
C4 -0.68 -3.32 0.07  0.26
O1 -1.44 -2.24 -0.11  -0.74
C5 -1.20 -4.43 0.74  -0.06
Cl3 -2.79 -4.34 1.39  0.04
C6 -0.47 -5.60 0.90  -0.25
H1 2.36 -4.67 -0.70  0.24
H2 -0.91 -6.44 1.42  0.24
O2 -0.66 1.25 3.90  -0.56
C7 -0.68 0.97 2.73  0.73
O3 -1.00 -0.21 2.25  -0.62
C8 -0.33 1.98 1.68  0.14
C9 0.01 3.31 1.99  -0.22
C10 0.30 4.16 0.97  -0.11
C11 0.25 3.70 -0.37  -0.08
C12 0.53 4.54 -1.47  -0.16
C13 0.48 4.05 -2.74  -0.20
C14 0.13 2.70 -2.98  -0.18
C15 -0.15 1.87 -1.93  -0.20
C16 -0.10 2.36 -0.61  0.16
N1 -0.38 1.53 0.44  -0.42
H3 0.03 3.59 3.03  0.26
H4 0.56 5.19 1.16  0.23
H5 0.80 5.58 -1.28  0.22
H6 0.70 4.70 -3.58  0.23
H7 0.10 2.33 -3.99  0.23
H8 -0.41 0.83 -2.11  0.22

What are the LUMO energy values for these records? In order: -4.62 -1.22 eV.
What are the Kohn-Sham gap values for these records? In order: 6.8 7.2 eV.